(1)
ORCA calculation (ωB97M-V/def2-TZVPD) on a cluster of 14 separate species, C24H76N8O14 in total at a distorted geometry.

Computed properties:
Multiplicity   1
Total charge   0
Orbital gap   10.29 eV

Each line ends with the Löwdin charge.
Cartesian coordinates (Å):
C: -0.62980 -2.00764 0.65628  -0.62
O: 0.06480 -2.13348 1.69917  -0.04
N: -0.83275 -0.84349 0.00114  0.21
N: -1.24673 -3.06869 0.11910  0.20
H: -1.32980 -0.85651 -0.84714  0.04
H: -0.58757 -0.02750 0.54403  0.09
H: -1.02574 -3.90358 0.61856  0.12
H: -1.67107 -2.93234 -0.77129  0.06
C: 2.58757 0.46184 2.31486  -0.62
O: 2.90055 1.61475 1.95916  -0.04
N: 2.89419 -0.67391 1.68404  0.22
N: 1.79888 0.37058 3.41832  0.19
H: 3.23515 -0.60652 0.73609  0.11
H: 2.55742 -1.51511 2.10442  0.06
H: 1.31699 -0.47434 3.53064  0.04
H: 1.33694 1.23535 3.69887  0.09
C: 1.03367 5.15925 1.32432  -0.61
O: -0.18838 4.71677 1.38184  -0.07
N: 2.09927 4.42839 1.52933  0.21
N: 1.20510 6.48170 1.02986  0.18
H: 2.06264 3.44360 1.77833  0.08
H: 3.04233 4.81565 1.33623  0.13
H: 2.05531 6.75387 0.55537  0.11
H: 0.40695 6.89878 0.74656  0.06
C: -3.70088 -1.72682 -1.67356  -0.65
O: -2.52239 -1.66442 -2.02013  -0.06
N: -4.38616 -0.63696 -1.35202  0.21
N: -4.27184 -2.94486 -1.76955  0.20
H: -3.78605 0.10283 -0.92828  0.10
H: -5.21512 -0.88306 -0.86829  0.10
H: -5.26435 -3.01258 -1.67127  0.10
H: -3.90755 -3.75088 -2.30219  0.09
C: 0.30618 5.32108 5.67209  -0.05
C: 0.95930 3.93901 5.29368  -0.26
O: 0.29305 3.30334 4.20836  -0.13
H: -0.70169 5.12613 6.03822  0.08
H: 0.32205 6.02044 4.84511  0.07
H: 0.97352 5.67798 6.40573  0.05
H: 0.79898 3.27854 6.12230  0.10
H: 2.00395 3.97549 5.02416  0.10
H: -0.05417 3.90942 3.53526  0.06
C: -3.07605 1.63621 -4.23909  -0.06
C: -2.83430 0.25532 -4.79288  -0.28
O: -1.69790 -0.40893 -4.24550  -0.13
H: -3.82638 2.27668 -4.66145  0.08
H: -2.12975 2.11475 -4.18896  0.05
H: -3.38184 1.49065 -3.22686  0.05
H: -2.67131 0.18227 -5.84761  0.11
H: -3.71622 -0.36999 -4.48195  0.12
H: -1.88328 -0.70740 -3.32154  0.04
C: -4.63777 -5.53130 -5.31307  -0.09
C: -3.18343 -5.50866 -4.88334  -0.29
O: -3.03872 -4.60834 -3.75719  -0.16
H: -4.70272 -5.68508 -6.39226  0.07
H: -5.06670 -4.60146 -4.98104  0.07
H: -5.19871 -6.39066 -4.92405  0.07
H: -2.54502 -5.15977 -5.72995  0.12
H: -2.83444 -6.53109 -4.54177  0.12
H: -2.35192 -3.93908 -3.98193  0.00
C: 0.64140 -2.10461 -3.13702  -0.08
C: 0.17963 -3.25974 -3.95022  -0.29
O: -1.15181 -3.13087 -4.37495  -0.10
H: 1.63579 -2.39841 -2.79644  0.08
H: 0.07553 -1.98738 -2.18418  0.06
H: 0.57916 -1.18016 -3.67538  0.07
H: 0.18090 -4.30164 -3.53788  0.14
H: 0.90805 -3.24510 -4.81775  0.13
H: -1.32041 -2.15980 -4.41521  0.07
C: 5.90789 3.25174 -1.44188  -0.10
C: 4.91789 2.41656 -0.63244  -0.29
O: 4.80778 3.30458 0.52634  -0.15
H: 6.93842 3.08038 -1.16796  0.07
H: 5.61542 4.30154 -1.25546  0.08
H: 5.81467 2.98541 -2.49894  0.07
H: 5.29078 1.39529 -0.42479  0.11
H: 3.90639 2.27207 -1.11813  0.10
H: 4.32328 2.80757 1.25109  0.06
C: 0.10208 2.01702 -2.14292  -0.07
C: 0.78614 2.26958 -0.74866  -0.29
O: -0.19759 2.16076 0.24321  -0.15
H: -0.04081 0.95393 -2.42262  0.05
H: 0.64587 2.42803 -3.04252  0.09
H: -0.88028 2.45973 -2.11830  0.05
H: 1.04588 3.36137 -0.79358  0.11
H: 1.70495 1.63808 -0.58359  0.10
H: -0.19477 2.94815 0.87261  0.07
C: 1.85111 -4.35047 5.31650  -0.07
C: 2.34095 -3.16344 4.39325  -0.26
O: 1.93054 -3.46757 3.02703  -0.14
H: 0.83057 -4.52970 5.26753  0.04
H: 2.23675 -4.19904 6.32999  0.07
H: 2.25351 -5.28115 4.94020  0.06
H: 3.43877 -3.12780 4.41589  0.10
H: 1.98851 -2.13796 4.69656  0.10
H: 1.10063 -3.07295 2.70915  0.01
C: -1.53454 -0.19446 4.28810  -0.06
C: -2.20020 0.97551 3.56592  -0.30
O: -2.43390 2.12914 4.37136  -0.07
H: -1.96727 -0.23124 5.31190  0.09
H: -0.52886 0.11886 4.49941  0.04
H: -1.65932 -1.10473 3.86277  0.03
H: -3.21669 0.73627 3.22195  0.11
H: -1.62235 1.23287 2.61298  0.11
H: -1.67665 2.64962 4.47210  0.01
C: -3.61569 4.26102 -0.11490  -0.11
C: -3.66109 2.97927 0.53427  -0.36
O: -3.12991 1.86484 -0.13892  -0.11
H: -4.15253 4.35297 -1.11044  0.10
H: -2.59840 4.62153 -0.15882  0.06
H: -4.05626 5.01000 0.57572  0.09
H: -4.67338 2.77850 0.71518  0.10
H: -3.11469 3.10924 1.52643  0.14
H: -2.13936 1.83717 -0.06567  0.06
C: 4.21569 -3.82722 -0.50866  -0.09
C: 5.05428 -4.16378 -1.74529  -0.35
O: 5.25596 -5.51100 -2.02103  -0.06
H: 3.20449 -4.21181 -0.60340  0.07
H: 4.17116 -2.74196 -0.43716  0.05
H: 4.71099 -4.09024 0.43025  0.08
H: 6.02742 -3.70441 -1.64975  0.11
H: 4.49087 -3.66648 -2.55459  0.10
H: 4.50026 -6.04967 -1.78549  0.08

(2)
ORCA calculation (ωB97M-V/def2-TZVPD) on a cluster of 16 separate species, C24H80N10O16 in total at a distorted geometry.

Computed properties:
Multiplicity   1
Total charge   0
Orbital gap   8.36 eV

Each line ends with the Löwdin charge.
Cartesian coordinates (Å):
C: 0.18063 -0.28804 -0.57324  -0.08
C: -0.52337 0.49596 0.46076  -0.24
O: 0.32863 0.21796 1.60276  -0.14
H: 1.24763 -0.03704 -0.53024  0.05
H: -0.11337 0.11996 -1.56924  0.08
H: -0.01537 -1.37604 -0.45424  0.09
H: -1.55837 0.18396 0.71976  0.10
H: -0.43537 1.59496 0.28476  0.10
H: 1.15963 0.67096 1.46976  0.02
C: -2.20037 3.03496 -1.49424  -0.08
C: -2.85037 3.60796 -2.76424  -0.27
O: -3.53837 2.51796 -3.30424  -0.10
H: -1.57937 3.71396 -0.89624  0.06
H: -1.58537 2.16096 -1.73224  0.06
H: -3.03837 2.76896 -0.79724  0.08
H: -2.21037 3.94796 -3.56624  0.12
H: -3.59237 4.36596 -2.52424  0.11
H: -3.78637 2.66696 -4.21624  0.10
C: -1.78837 -1.79904 -3.12124  -0.08
C: -2.45337 -0.67804 -3.94924  -0.25
O: -1.58037 0.44596 -3.68424  -0.14
H: -2.39337 -2.68904 -3.13124  0.07
H: -1.56637 -1.50804 -2.11024  0.04
H: -0.84737 -2.00504 -3.65024  0.07
H: -3.44237 -0.49504 -3.54024  0.09
H: -2.58937 -0.95504 -5.03124  0.13
H: -2.12137 1.21496 -3.48624  0.03
C: -2.89137 -1.98804 2.13176  -0.07
C: -1.63737 -2.35504 2.91276  -0.26
O: -1.93537 -2.40004 4.32976  -0.09
H: -3.40637 -1.17404 2.56976  0.05
H: -3.52337 -2.79804 1.99176  0.04
H: -2.62937 -1.65904 1.11376  0.07
H: -0.88437 -1.61204 2.80576  0.07
H: -1.20237 -3.28004 2.47976  0.10
H: -2.40737 -1.58904 4.56176  0.03
C: -4.13237 0.16696 -0.66824  -0.10
C: -5.06437 0.31396 0.45776  -0.30
O: -4.73837 1.55296 1.03076  -0.11
H: -3.14837 0.56596 -0.49324  0.05
H: -4.64037 0.50096 -1.54024  0.07
H: -4.03837 -0.86804 -0.96724  0.08
H: -4.95937 -0.53204 1.15676  0.10
H: -6.06437 0.33896 -0.04324  0.14
H: -5.42237 1.72296 1.74376  0.15
C: -1.27937 -4.95304 0.07276  -0.08
C: -2.36437 -5.47704 1.03076  -0.34
O: -2.77537 -6.79504 0.72376  -0.09
H: -0.39637 -5.62804 0.13876  0.07
H: -0.95337 -3.91404 0.12576  0.05
H: -1.58237 -5.08204 -1.01724  0.10
H: -3.29837 -4.80104 0.95076  0.12
H: -2.06737 -5.45404 2.06076  0.09
H: -3.52637 -7.01704 1.31476  0.10
C: 1.82463 4.64596 -1.64324  -0.05
C: 0.94463 3.37896 -1.74824  -0.29
O: 1.56763 2.39396 -2.51624  -0.12
H: 2.02163 4.93596 -2.69924  0.10
H: 2.77063 4.42996 -1.15324  0.05
H: 1.31163 5.37996 -1.07324  0.05
H: 0.04263 3.67596 -2.27324  0.09
H: 0.75363 3.05596 -0.70224  0.10
H: 2.19363 1.91496 -1.94024  0.02
C: 1.85863 -5.84804 -1.55524  -0.08
C: 2.08063 -4.50104 -0.89224  -0.36
O: 1.31663 -3.65504 -1.64524  -0.10
H: 0.78863 -5.99904 -1.68924  0.06
H: 2.29063 -6.65704 -1.00624  0.07
H: 2.24363 -5.94104 -2.60324  0.10
H: 3.10063 -4.18404 -0.94624  0.09
H: 1.75363 -4.52104 0.15576  0.11
H: 1.74763 -3.68504 -2.52624  0.12
C: 4.28763 -1.24404 -2.25724  -0.64
O: 5.22063 -1.00204 -3.25224  -0.11
N: 4.57063 -1.91604 -1.19724  0.17
N: 3.00363 -0.97404 -2.29324  0.14
H: 5.55363 -2.26104 -1.15924  0.16
H: 3.94663 -1.96204 -0.40624  0.05
H: 2.65463 -0.34904 -3.08424  0.07
H: 2.31563 -1.41604 -1.71724  0.07
C: 2.47663 1.04996 4.27676  -0.61
O: 3.40663 1.00496 5.31576  -0.13
N: 1.77763 0.02496 3.88276  0.19
N: 2.34363 2.09396 3.51176  0.10
H: 1.98463 -0.83104 4.37976  0.13
H: 1.10363 0.00196 3.13576  0.05
H: 2.89863 2.93996 3.85076  0.17
H: 1.35763 2.42696 3.26376  0.09
C: 3.58363 2.03596 0.21276  -0.54
O: 4.14263 3.32196 0.43076  -0.14
N: 3.57863 1.54996 -0.97524  0.16
N: 3.25963 1.15496 1.15376  0.18
H: 3.97063 2.22096 -1.67224  0.17
H: 3.51663 0.56696 -1.19624  0.07
H: 3.15263 1.43696 2.13876  0.07
H: 3.01763 0.18196 0.91076  0.06
C: 1.96663 -0.12904 -5.19024  -0.69
O: 2.67863 -0.65004 -6.22724  -0.12
N: 2.47263 0.71296 -4.35424  0.12
N: 0.71463 -0.41004 -5.10724  0.16
H: 3.45163 0.96196 -4.58324  0.16
H: 1.89063 1.32496 -3.68424  0.10
H: 0.22463 -0.89704 -5.90524  0.15
H: 0.02063 0.13396 -4.48924  0.10
C: -1.67937 2.83196 2.60976  -0.58
O: -0.57637 2.84796 3.44676  -0.13
N: -2.73537 2.03996 2.67576  0.19
N: -1.87237 3.81096 1.78576  0.18
H: -2.57837 1.31696 3.34176  0.05
H: -3.44337 1.96396 1.89776  0.07
H: -1.01137 4.33596 1.64676  0.05
H: -2.68837 3.95296 1.17076  0.13
C: 1.36863 4.28296 1.72476  -0.12
O: 0.32263 5.02996 1.10776  -0.13
H: 2.19163 4.53196 1.13376  0.05
H: 1.12163 3.27896 1.72776  0.03
H: 1.57363 4.62796 2.71976  0.10
H: 0.66663 5.91996 1.06276  0.10
C: 4.01863 -1.69104 2.05276  -0.10
O: 2.95063 -1.60504 1.11876  -0.16
H: 4.31363 -2.69004 2.22176  0.08
H: 3.79063 -1.39504 3.09676  0.09
H: 4.80863 -1.11504 1.61976  0.09
H: 2.26863 -2.13604 1.45676  0.07
C: -1.37637 0.45396 5.07376  -0.18
O: -2.75337 0.20496 5.11576  -0.15
H: -0.94837 -0.25604 5.77176  0.09
H: -1.18537 1.39296 5.57776  0.09
H: -0.82037 0.33796 4.13176  0.06
H: -3.02037 0.11496 6.06976  0.14

Calculated total energy for the records above, in order: -2451.48659; -2713.60942 hartree